The following is a quantum chemistry calculation of one molecule with the formula C17H24FN3O, from OMol25.

energy above the lowest of the compared OMol25 structures with the same formula, charge and spin	22.8	kcal/mol
frontier orbital gap	8.92	eV
SMILES	COCCN(Cc1cn(C)nc1-c1ccccc1F)C(C)C
energy	-1001.52771	Ha
HOMO level	-0.298	Eh

```
! wB97M-V def2-TZVPD RIJCOSX def2/J DEFGRID3
* xyz 0 1
H 0.537 -0.796 1.601
N -2.785 1.304 0.036
H 0.258 0.482 -2.662
C -0.079 -1.548 1.087
C -1.515 1.166 -0.326
C -2.697 -0.188 -1.596
H -0.059 -1.857 3.700
H 0.556 2.569 3.540
C -1.400 0.214 -1.368
C 2.742 -1.539 -2.383
H 2.722 0.419 0.479
O -0.116 -2.747 1.831
H -1.093 -1.139 0.983
C 0.571 2.553 2.460
H 4.123 -0.017 -0.509
H -5.393 0.756 -1.556
H 3.747 -1.291 -2.713
H -0.418 -1.158 -2.650
C -4.917 0.431 -0.629
C 1.611 3.158 1.773
N -3.489 0.495 -0.743
C 1.615 3.154 0.390
H -0.162 -2.487 -0.847
H -1.688 -2.200 3.065
H -0.639 -3.543 3.599
H -5.240 -0.587 -0.402
C -0.655 -2.569 3.114
H 1.436 -2.432 -0.103
C 3.128 -0.327 -0.200
C -0.447 1.925 1.768
H 2.399 3.637 -0.172
C 2.223 -0.456 -1.425
F 0.593 2.588 -1.637
H -1.261 1.452 2.296
H 2.253 0.503 -1.955
C 0.587 2.526 -0.286
C -0.153 -0.296 -2.013
C 0.533 -1.848 -0.285
N 0.840 -0.633 -1.011
C -0.452 1.879 0.375
H 2.413 3.640 2.311
H -5.213 1.096 0.180
H 2.771 -2.511 -1.896
H -3.099 -0.895 -2.294
H 3.214 -1.270 0.333
H 2.099 -1.609 -3.258
*
```

The following is a quantum chemistry calculation of C17H24GaINO7 as an isolated structure, from OMol25.

frontier orbital gap	6.71	eV
energy	-3466.21072	Ha
HOMO level	-0.165	Eh

```
! wB97M-V def2-TZVPD RIJCOSX def2/J DEFGRID3
* xyz -1 1
H -2.939 -0.453 0.610
O 3.586 4.133 -1.370
H -6.002 -2.930 -2.326
H 6.711 5.130 -0.629
O 1.328 2.656 1.601
H -4.280 -5.031 -1.471
C -1.441 1.834 1.684
O 2.111 2.616 -2.142
H 5.676 5.571 -2.005
N 2.113 0.839 0.468
C -0.300 0.908 1.274
C -5.371 -3.565 -0.345
O -6.443 -0.462 0.554
H 2.544 -0.723 2.554
C 3.206 2.907 -1.784
H -5.775 -4.211 0.441
H 2.040 1.131 -0.505
C 4.880 4.025 -0.749
H -1.280 2.199 2.698
H -7.130 -4.075 -1.554
H -0.245 0.081 1.989
H -3.400 -4.378 -0.078
C 5.681 5.284 -0.952
H 6.097 2.199 -0.814
H -0.521 0.473 0.293
H 4.714 3.833 0.313
C 1.053 1.566 1.171
C 5.428 2.788 -1.435
H 5.921 3.032 -2.381
C 1.743 -3.364 0.577
C 1.502 -2.680 -0.610
H -1.544 2.666 0.986
O -7.130 -2.155 -0.786
H 1.408 -0.749 -1.569
H -3.590 -3.390 -1.521
Ga -3.176 0.760 1.639
O -5.150 -2.274 0.223
H -4.461 1.619 1.294
H 1.626 -4.439 0.621
C 2.123 -2.650 1.711
O 4.243 2.040 -1.713
H 2.311 -3.177 2.637
C -6.253 -1.514 0.056
H 1.191 -3.209 -1.502
C 1.993 -0.580 0.481
C -6.439 -3.254 -1.377
I -3.409 -0.442 4.010
C 2.253 -1.269 1.665
C 1.621 -1.297 -0.658
C -4.083 -4.129 -0.889
H 5.260 6.108 -0.378
*
```

The following is a quantum chemistry calculation of C17H24LaN4 as an isolated structure in a non-equilibrium geometry, from OMol25.

energy above the lowest of the compared OMol25 structures with the same formula, charge and spin	7.9	kcal/mol
frontier orbital gap	8.16	eV
energy	-911.90437	Ha
HOMO level	-0.696	Eh

```
! wB97M-V def2-TZVPD RIJCOSX def2/J DEFGRID3
* xyz 3 1
H 1.062 -1.327 -2.378
N 1.138 1.212 0.468
H -2.537 -1.434 1.704
C -2.475 1.678 -2.502
H -1.280 -2.487 0.174
H 0.709 -3.100 -1.101
C 0.666 -2.164 0.829
C 3.478 0.958 0.610
C -1.304 1.329 -3.220
H 3.260 -0.779 -1.127
H 0.847 -3.066 1.413
C -0.981 -0.239 2.722
H -2.667 2.700 -2.367
C 2.321 -0.180 -1.245
H 0.066 -0.320 3.053
H 4.374 1.816 2.332
H -1.575 -0.205 3.657
H -0.184 -0.194 -4.150
N -0.784 -1.790 0.728
C 3.477 1.677 1.803
H 2.132 2.758 3.219
H 1.209 -1.364 1.384
N 1.157 -1.075 -1.371
C -1.027 -0.017 -3.501
La -0.904 0.263 -0.627
C -3.394 0.686 -2.083
H 4.395 0.524 0.243
C -3.078 -0.658 -2.317
H 2.252 -2.610 -0.463
C 1.084 1.851 1.601
C -0.254 2.099 2.246
H -3.786 -1.452 -2.100
H -4.432 0.975 -1.668
H -0.128 2.196 3.331
C -1.910 -1.007 -3.019
H -1.225 -2.352 2.637
C -1.479 -1.514 1.999
N -1.246 1.023 1.957
H -2.157 1.348 2.261
H -0.677 3.100 1.958
C 1.211 -2.278 -0.575
C 2.258 2.147 2.324
H -1.653 -2.045 -3.208
H 2.404 0.470 -2.164
H -0.634 2.155 -3.437
C 2.270 0.692 -0.029
*
```

The following is a quantum chemistry calculation of C17H24LaN6O5S as an isolated structure in a non-equilibrium geometry, from OMol25.

energy above the lowest of the compared OMol25 structures with the same formula, charge and spin	11.6	kcal/mol
frontier orbital gap	9.10	eV
energy	-1796.73723	Ha
HOMO level	-0.432	Eh

```
! wB97M-V def2-TZVPD RIJCOSX def2/J DEFGRID3
* xyz 1 1
H -2.830 -5.173 1.517
H 2.574 -1.139 1.432
H 2.064 -2.933 -0.584
H 4.200 -1.944 -0.072
C 2.408 -2.122 -1.229
La 0.202 0.254 0.348
C -1.080 4.923 -0.017
C -0.184 -3.098 1.318
S 0.163 0.472 3.050
H -0.916 1.609 4.776
H 0.551 1.955 -2.292
C 3.418 -1.282 -0.451
C -2.415 1.132 -1.407
H 0.500 3.763 0.871
C -0.100 0.891 4.741
O -1.139 0.309 2.380
H -0.465 -4.968 2.309
H 2.035 1.104 -3.866
O -3.599 -1.391 -1.316
H 0.830 -2.970 1.675
H 3.352 0.192 0.980
N -0.809 2.557 -0.165
N 2.741 -0.538 0.626
N -1.858 0.049 -0.743
O 0.937 -0.762 2.936
C -2.672 3.612 -1.221
C -1.933 2.486 -0.892
H 1.836 -1.302 -3.687
C -2.557 -1.145 -0.759
H -2.805 5.742 -1.006
N 1.216 -1.363 -1.645
H -0.363 -0.028 5.259
C -2.226 -4.319 1.241
H 1.992 2.323 -1.664
O 0.889 1.560 2.356
C 1.321 -0.680 -2.946
H 2.911 -2.579 -2.088
C 2.031 0.663 -2.866
C -2.746 -3.315 0.445
C -0.398 3.755 0.264
N 1.380 1.540 -1.873
C -2.242 4.848 -0.772
H -3.756 -3.336 0.065
H 0.301 -0.515 -3.305
H 0.819 1.317 5.136
H -3.564 3.490 -1.819
N -0.676 -2.121 0.545
C -1.942 -2.235 0.116
H 0.458 -2.032 -1.732
C -0.915 -4.211 1.683
O -3.201 1.122 -2.323
H 3.902 -0.562 -1.107
H 3.071 0.528 -2.576
H -0.711 5.869 0.353
*
```